[1]
Below is a 2-piece molecular cluster, C17H29Cl4IN4O4PS overall, with properties calculated with the ωB97M-V functional and the def2-TZVPD basis.

Geometry as XYZ:
```
61
C17H29Cl4IN4O4PS, DFT the ωB97M-V functional and the def2-TZVPD basis
C -2.75175 0.14010 -1.08674
C -3.01612 1.65240 -1.06232
C -2.04795 2.52391 -0.25588
Cl -2.69105 4.20693 -0.31275
C -0.57268 2.57567 -0.70583
N -0.19374 1.57012 -1.74015
N -0.65044 1.85088 -3.03666
C -1.13731 0.96849 -3.74186
S -1.82214 -0.01667 -4.70964
C 1.03153 1.08255 -1.48228
N 1.93525 0.60053 -2.31094
C 1.92278 0.47111 -3.77413
C 3.33788 0.20331 -4.27127
C 4.06606 -0.97024 -3.60870
Cl 4.27186 1.72911 -4.11134
N 1.24772 1.20985 -0.15821
C 0.62415 2.45636 0.32313
C 1.55698 3.69084 0.06927
Cl 0.63030 5.18057 0.39121
C 2.92918 3.79459 0.74751
C 3.84485 2.58126 0.58914
Cl 2.81029 4.23463 2.47275
P 0.41846 2.13150 2.20335
O -0.53383 3.32978 2.70670
I -1.03172 0.14285 2.23682
H -3.04958 -0.27153 -2.05136
H -3.33689 -0.37415 -0.32694
H -1.70674 -0.12155 -0.92967
H -3.99305 1.83155 -0.61540
H -3.08024 2.05866 -2.07334
H -2.11429 2.25212 0.79166
H -0.44500 3.53100 -1.21234
H 2.78387 0.28127 -1.86506
H 1.25223 -0.32252 -4.10993
H 1.58186 1.41209 -4.19440
H 3.25610 0.00414 -5.33637
H 4.06314 -1.83031 -4.27677
H 3.60359 -1.30315 -2.67703
H 5.10370 -0.72050 -3.40709
H 2.10619 0.87063 0.24691
H 1.76649 3.72743 -1.00711
H 3.41836 4.64701 0.27953
H 3.69944 1.86449 1.39836
H 3.68621 2.09204 -0.37560
H 4.88302 2.90419 0.60739
H -1.01107 3.85735 2.04989
C -2.47531 -3.23848 5.26467
C -2.72838 -3.13057 3.77860
O -1.96776 -4.09214 3.02395
C -2.46633 -5.33206 3.02287
O -3.49110 -5.68049 3.54761
O -1.64922 -6.10827 2.31367
C -2.05052 -7.48426 2.24638
H -1.40836 -3.16145 5.47630
H -2.99214 -2.43215 5.78565
H -2.84195 -4.18807 5.65029
H -2.38157 -2.17242 3.39356
H -3.78641 -3.24258 3.54384
H -3.07542 -7.56692 1.89237
H -1.96666 -7.94937 3.22666
H -1.36479 -7.95144 1.54707
```

Output
- 2S+1: 1
- F_max: 0.63 eV Å⁻¹
- E: -4062.94203 a.u.
- E_LUMO: -3.766 eV
- HOMO energy: -11.73 eV
- Net charge: +1

=====

[2]
Below is C17H29CuNO12 as an isolated structure, with properties calculated with the ωB97M-V functional and the def2-TZVPD basis.

Geometry as XYZ:
```
60
C17H29CuNO12, DFT the ωB97M-V functional and the def2-TZVPD basis
Cu -22.97744 1.81110 -2.55090
O -21.54763 0.20959 -1.51880
C -20.26513 0.60682 -0.91781
C -19.01283 -0.33243 -1.01166
O -18.75166 -0.99734 -2.24093
H -20.49491 0.86490 0.11597
H -20.03266 1.51564 -1.47290
H -18.93745 -1.06301 -0.20625
H -18.17569 0.33444 -0.80535
O -22.15508 0.58307 -4.62950
C -21.38674 1.10226 -5.72698
C -19.80036 1.21995 -5.72315
O -19.09562 0.19807 -5.01120
H -21.77518 2.09582 -5.95065
H -21.73083 0.51883 -6.58098
H -19.34624 2.09609 -5.26028
H -19.49126 1.21920 -6.76840
C -22.66028 2.44973 1.33196
N -23.71282 1.42204 1.45210
O -24.41370 1.44349 2.38715
O -23.88062 0.53741 0.65179
H -22.97123 3.31172 1.92217
H -22.48430 2.59675 0.26635
H -21.71237 2.01835 1.65364
O -25.02495 0.31941 -1.90652
C -26.25272 0.23550 -1.78499
O -26.73592 -0.73691 -0.96930
C -28.19209 -0.56762 -0.70452
C -28.63245 0.11786 -1.97493
C -27.41462 0.75908 -2.62553
H -28.30567 0.04836 0.18753
H -28.61461 -1.56926 -0.62518
H -29.47574 0.74818 -1.69268
H -28.96581 -0.55288 -2.76682
H -27.40142 1.84650 -2.55174
H -27.35595 0.44881 -3.66878
O -21.72927 4.01256 -2.06462
C -21.55744 4.63049 -3.14761
O -20.70765 4.22087 -4.09950
C -20.62331 5.08962 -5.26263
C -21.98542 5.71131 -5.15637
C -22.24438 5.84108 -3.60110
H -20.43875 4.71157 -6.26817
H -19.78374 5.68981 -4.91191
H -22.70235 5.01713 -5.59479
H -22.07243 6.63726 -5.72483
H -23.31024 5.69472 -3.42606
H -21.91585 6.76146 -3.11835
O -24.67528 3.69591 -2.84854
C -25.44443 4.36346 -2.18329
O -25.70363 4.12571 -0.92222
C -26.41442 5.15302 -0.32583
C -27.06476 5.91068 -1.53564
C -26.13317 5.48952 -2.66152
H -25.72914 5.84249 0.16722
H -27.00127 4.75456 0.50178
H -27.03620 6.96878 -1.27538
H -28.09463 5.61124 -1.73009
H -25.32121 6.21671 -2.66105
H -26.49306 5.26651 -3.66594
```

Output
- 2S+1: 1
- F_max: 6.22 eV Å⁻¹
- E: -3262.53685 a.u.
- E_LUMO: 5.463 eV
- HOMO energy: 4.07 eV
- Net charge: -3

=====

[3]
Below is C17H29GaN2 as an isolated structure, with properties calculated with the ωB97M-V functional and the def2-TZVPD basis.

Geometry as XYZ:
```
49
C17H29GaN2, DFT the ωB97M-V functional and the def2-TZVPD basis
C -2.71352 0.41750 2.01494
H -3.10832 0.07221 2.98037
H -3.34747 1.23895 1.51951
H -1.84899 0.84992 2.44988
C -2.24713 -0.75601 1.05607
H -1.69711 -0.45931 0.12449
H -1.53852 -1.44952 1.55401
C -3.64839 -1.23953 0.94519
H -3.74641 -2.04855 0.24493
H -3.90177 -1.58402 1.96756
H -4.35490 -0.41638 0.69025
C 0.96683 0.67424 -2.14341
C -0.37360 0.37432 -2.39886
C -1.19604 1.25572 -1.61462
C -0.36438 2.08515 -0.84336
C 0.98135 1.71296 -1.14923
C 2.22564 2.48194 -0.72417
C -0.77331 3.25683 -0.04986
C -2.66907 1.38652 -1.73049
C -0.84923 -0.69416 -3.29916
C 2.15205 -0.01463 -2.69003
Ga 2.04749 0.35415 0.48890
H -0.03350 3.54480 0.70089
H -0.89541 4.10481 -0.73160
H -1.73038 3.11461 0.46244
H 2.06528 2.97013 0.25527
H 3.09958 1.76835 -0.58338
H 2.54441 3.22447 -1.45943
H 1.90702 -1.05341 -2.94159
H 2.53983 0.45660 -3.60761
H 2.98459 -0.03851 -1.97279
H -1.87622 -0.98969 -3.05635
H -0.83522 -0.37997 -4.35345
H -0.20613 -1.58029 -3.21304
H -3.17600 1.44859 -0.75074
H -2.91992 2.31428 -2.27917
H -3.13325 0.55600 -2.28982
C 1.81721 -5.23589 1.52137
N 2.01920 -3.79008 1.38053
C 3.05094 -3.23117 0.61760
C 2.70347 -1.93571 0.42003
N 1.36365 -1.71892 0.79072
C 1.01052 -2.83572 1.44677
H 2.33035 -5.66285 0.65754
H 2.21502 -5.71268 2.41710
H 0.73668 -5.43350 1.47572
H 3.82730 -3.79171 0.08987
H 3.46297 -1.12388 0.36471
H 0.05588 -3.04320 1.88571
```

Output
- 2S+1: 1
- F_max: 2.49 eV Å⁻¹
- E: -2698.70964 a.u.
- E_LUMO (alpha / beta): -9.542 / -9.306 eV
- ΔE to the lowest compared entry with this formula, charge and spin: 256.11 kJ/mol
- HOMO energy (alpha / beta): -15.70 / -15.38 eV
- Net charge: +2

=====

[4]
Below is C17H29GeN3O7W as an isolated structure, with properties calculated with the ωB97M-V functional and the def2-TZVPD basis.

Geometry as XYZ:
```
58
C17H29GeN3O7W, DFT the ωB97M-V functional and the def2-TZVPD basis
W 0.03998 -1.04404 1.31141
O -3.61838 -0.36874 3.39156
C -2.42332 -0.59534 2.95715
O -2.13695 -0.68039 1.75125
C -1.36964 -0.76397 3.98641
C -1.48850 -0.67890 5.35292
C -0.32121 -0.81800 6.11185
C 0.90511 -1.01207 5.49231
C 0.93533 -1.06939 4.10669
N -0.18607 -0.97496 3.40737
C 2.17819 -1.23416 3.24995
O 3.26466 -1.32361 3.71870
O 1.91577 -1.25064 1.92223
H -4.25473 -0.25000 2.66358
H -2.44934 -0.50137 5.81499
H -0.37678 -0.75956 7.19060
H 1.82829 -1.10394 6.04842
N 1.52673 2.89759 0.49815
N 0.67854 3.01016 1.60566
C -0.00881 1.96666 2.09553
O -0.69220 1.96223 3.08890
O 0.13505 0.82219 1.35810
H 2.49048 3.01373 0.79196
H 1.29829 3.63391 -0.15935
H 0.67101 3.84598 2.17495
C -0.70072 -4.18251 1.31853
O -0.37539 -2.79306 1.31374
H -1.21949 -4.41585 0.39121
H -1.34447 -4.39123 2.17031
H 0.22571 -4.74702 1.39322
C -1.94334 2.28546 -5.42664
C -1.75438 2.27135 -3.91571
C -1.31276 0.90146 -3.40562
C -1.11077 0.90519 -1.88980
Ge -0.64579 -0.80820 -1.12703
C 1.38214 -1.19812 -0.68240
C 1.54788 -1.08064 -2.26888
C 2.30516 0.18298 -2.66300
C 2.60007 0.22253 -4.15690
H -2.25487 3.26971 -5.77205
H -2.70599 1.56855 -5.73411
H -1.01575 2.03065 -5.94215
H -2.68639 2.55571 -3.41909
H -1.00694 3.01656 -3.62629
H -0.38336 0.62046 -3.90877
H -2.05856 0.15126 -3.68425
H -2.03947 1.18589 -1.37958
H -0.34843 1.61729 -1.56470
H -1.23737 -2.07318 -1.74987
H 1.69986 -2.19702 -0.39355
H 2.07917 -0.47498 -0.26654
H 0.64312 -1.14934 -2.89908
H 2.10211 -1.97308 -2.55986
H 3.24040 0.20893 -2.09842
H 1.73578 1.06566 -2.35693
H 3.20031 -0.63612 -4.45978
H 3.15624 1.12179 -4.41584
H 1.68478 0.21554 -4.75143
```

Output
- 2S+1: 1
- F_max: 0.21 eV Å⁻¹
- E: -3499.65245 a.u.
- E_LUMO: -7.555 eV
- ΔE to the lowest compared entry with this formula, charge and spin: 30.48 kJ/mol
- HOMO energy: -15.22 eV
- Net charge: +2

=====

- What is the formula in the second record?
  C17H29CuNO12

=====

- 2S+1 of number 2 (C17H29CuNO12)?
  1

=====

- E of number 2 (C17H29CuNO12)?
  -3262.53685 a.u.